No. 1
51
Properties=species:S:1:pos:R:3 method="wB97M-V/def2-TZVPD" largest_force_ev_per_a=4.76 smiles=CC[C@@H](C)B1OBOB(CCCc2ccccc2)O1.c1ccncc1 gap_ev=8.7 de_lowest_kcal_mol=291.5 homo_ev=-8.43
C 4.927 -2.070 1.621
C 3.791 -1.418 0.589
C 2.306 -1.534 1.281
C 2.372 -0.869 2.813
B 1.100 -0.771 0.427
O 1.499 -0.138 -0.863
B 0.684 1.078 -1.103
O -0.776 1.037 -0.797
B -0.940 0.544 0.588
C -1.863 1.407 1.690
C -1.782 0.818 3.216
C -2.977 -0.222 3.635
C -3.524 -1.182 2.423
C -2.961 -2.736 2.329
C -3.451 -3.731 1.085
C -4.480 -3.217 -0.087
C -5.062 -1.674 0.019
C -4.577 -0.680 1.255
O -0.295 -0.769 0.945
H 5.864 -2.451 1.025
H 4.370 -2.903 2.231
H 5.203 -1.207 2.368
H 3.995 -0.252 0.444
H 3.841 -1.925 -0.472
H 1.993 -2.681 1.327
H 2.457 -1.711 3.623
H 3.262 -0.095 2.824
H 1.386 -0.259 2.991
H 1.247 2.025 -1.534
H -2.961 1.597 1.293
H -1.354 2.486 1.720
H -0.713 0.361 3.365
H -1.894 1.760 3.940
H -2.504 -0.955 4.450
H -3.850 0.352 4.212
H -2.214 -3.190 3.109
H -3.010 -4.821 1.029
H -4.844 -3.848 -1.013
H -5.800 -1.203 -0.786
H -4.967 0.427 1.343
C 2.000 2.244 -5.902
C 1.217 2.010 -4.777
C 0.651 3.099 -4.134
N 0.819 4.379 -4.535
C 1.586 4.574 -5.629
C 2.190 3.550 -6.340
H 2.459 1.415 -6.433
H 1.050 1.004 -4.409
H 0.028 2.969 -3.254
H 1.707 5.611 -5.929
H 2.795 3.765 -7.214

***

No. 2
60
Properties=species:S:1:pos:R:3 method="wB97M-V/def2-TZVPD" largest_force_ev_per_a=4.02 gap_ev=4.9 homo_ev=-7.02
C 2.376 2.596 2.837
C 3.537 2.383 1.718
C 3.101 2.966 0.285
C 3.966 2.350 -0.918
N 4.075 0.861 -0.911
C 3.095 0.021 -1.307
N 3.405 -1.436 -1.244
C 2.128 -2.115 -0.768
B 2.309 -3.702 -0.446
O 3.558 -4.249 0.067
O 1.222 -4.653 -0.611
C 0.141 -4.360 0.324
C 0.541 -4.563 1.875
C 1.041 -1.915 -1.923
C 1.014 -0.440 -2.543
C -0.456 0.135 -2.829
F -1.161 -0.598 -3.823
F -0.240 1.461 -3.401
C -1.319 0.398 -1.498
C -0.789 0.245 -0.053
C -1.744 0.580 1.133
C -3.209 1.060 0.878
C -3.745 1.166 -0.583
C -5.262 1.640 -0.769
F -6.057 0.466 -0.540
F -5.652 2.600 0.193
F -5.559 2.081 -2.085
C -2.808 0.839 -1.762
N 1.829 0.571 -1.775
H 1.487 1.909 2.629
H 2.054 3.705 2.884
H 2.872 2.369 3.842
H 3.879 1.294 1.636
H 4.434 3.011 2.096
H 3.307 4.103 0.310
H 1.971 2.850 0.173
H 3.505 2.745 -1.900
H 5.036 2.776 -0.878
H 4.983 0.468 -0.600
H 4.075 -1.549 -0.460
H 1.851 -1.597 0.217
H 3.833 -3.668 0.820
H -0.730 -5.079 0.108
H -0.272 -3.302 0.195
H -0.304 -5.167 2.381
H 0.570 -3.540 2.410
H 1.506 -5.155 2.015
H -0.032 -2.176 -1.611
H 1.308 -2.628 -2.789
H 1.523 -0.507 -3.582
H 0.288 -0.076 0.143
H -1.357 0.504 2.199
H -3.917 1.337 1.746
H -3.199 0.914 -2.842
H 2.100 1.268 -2.505
O -8.578 1.466 1.063
Cl -8.024 1.761 2.368
O -6.837 0.953 2.582
O -9.003 1.459 3.389
O -7.669 3.164 2.437